Entry 1:
Formula: C40H120ClN24O20
Source: OMol25
Level of theory: ωB97M-V/def2-TZVPD

Output
LUMO energy ... 2.0 eV
Net charge ... -1

Each line ends with the Mulliken charge.
Atoms and positions in Å:
1 Cl -22.91620 3.44406 15.23384  0.6073
2 O -24.03981 4.18151 15.69629  -0.9912
3 O -21.73308 3.97217 15.81650  -0.1467
4 O -23.06175 2.02403 15.50418  -0.0251
5 O -22.86956 3.61408 13.77207  -0.9809
6 C -24.48780 -0.93591 8.37739  0.3288
7 O -24.07659 -2.02183 8.09300  -0.7139
8 N -24.11077 -0.19885 9.43179  -0.0198
9 N -25.52348 -0.38661 7.63140  -0.2303
10 H -24.33337 0.79299 9.42195  -0.0536
11 H -23.31302 -0.44237 10.01108  0.0133
12 H -25.73399 -0.90761 6.74695  0.2451
13 H -25.61708 0.59924 7.65162  0.2298
14 C -28.86465 6.16699 13.71616  0.4048
15 O -29.31411 7.21276 14.13181  -0.6882
16 N -27.64959 5.99719 13.22647  0.0676
17 N -29.60618 4.96453 13.67455  -0.2976
18 H -27.01491 6.75918 13.30354  0.0505
19 H -27.31839 5.03400 13.18622  -0.0324
20 H -29.49072 4.50786 12.76768  0.1474
21 H -30.54517 5.18077 13.94260  0.2669
22 C -22.01696 3.08536 9.58840  0.3589
23 O -20.78030 3.08848 9.28786  -0.7593
24 N -23.00262 3.20340 8.60472  -0.3731
25 N -22.56568 2.93609 10.82586  0.5793
26 H -22.60298 3.04435 7.70025  0.2694
27 H -23.88041 2.74604 8.77915  0.1810
28 H -21.96161 3.08608 11.59644  0.0468
29 H -23.52209 3.32842 10.90524  -0.2896
30 C -22.71114 -0.81852 12.66347  -0.2275
31 O -23.81238 -0.30590 12.35931  0.1019
32 N -21.69042 -0.04040 12.98896  0.0324
33 N -22.28108 -2.10834 12.60000  -0.3450
34 H -20.82702 -0.47212 13.28793  -0.0832
35 H -21.73462 1.00598 13.03471  -0.0062
36 H -22.99938 -2.79441 12.51776  0.2865
37 H -21.63329 -2.39320 13.31408  0.2318
38 C -26.61539 1.98455 10.01136  0.2320
39 O -25.91803 2.15148 9.01584  -0.8081
40 N -26.82126 0.71443 10.54737  -0.0170
41 N -27.28153 3.02509 10.65870  -0.0817
42 H -27.10102 0.59221 11.54533  -0.1341
43 H -26.06662 0.07355 10.31355  0.1998
44 H -28.00792 2.74354 11.35333  0.0887
45 H -27.79086 3.59290 10.04416  0.3769
46 C -21.19024 -2.12694 15.68966  0.1719
47 O -20.34928 -2.43229 14.84009  -0.7930
48 N -21.43183 -0.91054 16.08848  1.8015
49 N -21.94854 -3.06028 16.34940  0.0220
50 H -20.90510 -0.14718 15.70168  -0.5814
51 H -22.30294 -0.73832 16.57630  -0.2899
52 H -22.80326 -2.73005 16.72655  -0.8875
53 H -21.86985 -3.98444 15.92614  0.3417
54 C -25.92992 -4.04796 11.13219  0.3559
55 O -26.24104 -4.89708 10.27667  -0.7378
56 N -26.35068 -4.08421 12.41393  -0.1312
57 N -25.00025 -3.06918 10.88118  -0.0998
58 H -25.73878 -3.60871 13.07480  0.0159
59 H -26.82479 -4.94956 12.63773  0.2574
60 H -24.74789 -2.87599 9.91382  0.2415
61 H -25.19149 -2.25358 11.46905  -0.1337
62 C -26.69879 2.10986 13.48372  -0.2424
63 O -27.73477 1.46126 13.32935  -0.6117
64 N -26.77335 3.30503 14.24183  1.1024
65 N -25.51857 1.77468 12.98784  2.1609
66 H -25.92387 3.58208 14.71545  -0.3611
67 H -27.63195 3.10188 14.75649  -0.0500
68 H -24.74711 2.34229 13.25260  -0.8108
69 H -25.14197 0.88098 12.64965  -0.4477
70 C -19.20432 5.31203 18.37528  -1.0892
71 C -18.81794 6.67721 17.91624  0.8718
72 C -19.96467 7.62865 17.96649  -1.0872
73 O -21.13048 7.15622 17.23141  0.0303
74 C -20.98634 6.95025 15.83577  -0.1896
75 N -17.73104 7.11086 18.83351  -0.7371
76 H -18.24862 4.77302 18.35525  0.2290
77 H -19.93122 4.79451 17.77873  0.0817
78 H -19.60327 5.39668 19.38034  0.4343
79 H -18.37144 6.65610 16.89037  0.2732
80 H -19.67863 8.52002 17.40932  0.4305
81 H -20.26702 7.82569 18.98711  0.2352
82 H -20.51811 5.95346 15.60332  0.0766
83 H -20.50930 7.79155 15.28744  0.3298
84 H -21.91389 6.73294 15.40054  -0.2147
85 H -17.51666 8.11007 18.62206  0.2661
86 H -18.00850 6.97381 19.79452  0.2714
87 C -30.88527 1.19776 16.27806  -1.4256
88 C -31.24461 0.49015 15.01949  0.4361
89 C -30.12402 -0.37839 14.46631  0.2824
90 O -30.43388 -0.88804 13.15527  -0.4489
91 C -29.32311 -1.68072 12.65703  -0.2273
92 N -32.56887 -0.18323 15.22870  -0.8006
93 H -31.75341 1.76678 16.57804  0.4554
94 H -29.98394 1.86928 16.22954  0.1757
95 H -30.70399 0.54090 17.09798  0.3814
96 H -31.42577 1.23809 14.18934  0.1493
97 H -29.94165 -1.28401 15.09634  0.2526
98 H -29.18053 0.17364 14.52078  -0.2961
99 H -29.37799 -1.80733 11.54475  0.3162
100 H -29.40402 -2.67660 13.09468  0.3565
101 H -28.31332 -1.21733 12.88571  -0.2824
102 H -32.41667 -0.85977 15.99851  0.3177
103 H -32.70555 -0.78153 14.38901  0.3365
104 C -21.51174 2.48707 19.42476  -1.3257
105 C -22.62317 3.36664 20.01400  0.2026
106 C -22.70033 4.70604 19.30473  0.2141
107 O -23.82693 5.41120 19.79852  -0.4493
108 C -24.05969 6.63849 19.04123  -0.4232
109 N -23.93025 2.70965 19.97862  0.0505
110 H -20.63047 3.10547 19.34179  0.5094
111 H -21.86980 2.13457 18.46307  -0.0039
112 H -21.29219 1.63704 20.04424  0.4068
113 H -22.44992 3.58412 21.14131  0.2053
114 H -22.80466 4.65454 18.21899  -0.1679
115 H -21.73607 5.26284 19.48418  -0.0276
116 H -24.98781 7.17501 19.33294  0.3433
117 H -24.08678 6.44854 17.90009  0.0623
118 H -23.23798 7.38471 19.20177  0.2072
119 H -24.11046 2.44496 18.97790  -0.4800
120 H -24.61790 3.46979 20.15458  0.4196
121 C -18.01277 -0.20645 16.80036  -1.2861
122 C -18.02412 0.66376 15.57127  0.4595
123 C -17.67874 -0.10716 14.33905  -0.2071
124 O -16.33978 -0.63188 14.37565  -0.3893
125 C -15.89826 -1.46908 13.30278  -0.7072
126 N -19.38463 1.23617 15.35354  -0.2581
127 H -18.86011 -0.91854 16.62401  0.0999
128 H -18.14368 0.34240 17.69760  0.3844
129 H -17.11607 -0.85445 16.85176  0.3943
130 H -17.26143 1.44865 15.85354  0.3387
131 H -17.84249 0.56178 13.37542  0.2512
132 H -18.39188 -0.96690 14.36429  0.0210
133 H -14.94197 -1.74507 13.58131  0.2705
134 H -15.94087 -0.84498 12.42563  0.3086
135 H -16.52836 -2.36469 13.24082  0.2516
136 H -19.79614 1.41919 16.30751  -0.3176
137 H -19.40610 2.20869 15.06261  0.1939
138 C -25.12750 6.96864 10.37520  -1.3933
139 C -24.08825 6.45754 11.40394  0.0493
140 C -23.83113 7.40089 12.56074  -0.6576
141 O -24.98725 7.69057 13.32999  -0.1870
142 C -24.82793 8.53168 14.46114  -0.8087
143 N -24.48222 5.08737 11.78256  0.5497
144 H -26.08526 7.22937 10.89186  0.2433
145 H -25.40655 6.17108 9.69247  0.3499
146 H -24.64710 7.86175 9.83888  0.3900
147 H -23.12358 6.44681 10.95108  0.4201
148 H -23.45205 8.35045 12.12673  0.4521
149 H -23.02483 6.95312 13.11894  0.2904
150 H -23.80270 8.59163 14.64339  0.3580
151 H -25.43272 8.03447 15.23621  0.2257
152 H -25.14047 9.59736 14.31434  0.2484
153 H -24.03134 4.82270 12.60407  0.0508
154 H -25.44239 5.08025 11.96254  -0.3375
155 C -25.59587 -2.08572 20.63818  -1.3444
156 C -24.88876 -0.68931 20.65426  -0.0356
157 C -24.22959 -0.35700 19.28304  1.1468
158 O -23.55264 -1.42111 18.56635  0.7294
159 C -22.32841 -1.83411 19.21351  -1.4193
160 N -25.89966 0.37020 20.93484  -0.3248
161 H -25.86446 -2.27810 21.70367  0.5014
162 H -24.91069 -2.80605 20.23663  0.1368
163 H -26.45457 -2.11652 19.92224  0.2325
164 H -24.02773 -0.76694 21.36857  0.1701
165 H -23.50292 0.47435 19.42997  -0.2783
166 H -25.07011 -0.05104 18.56433  -1.0388
167 H -21.79568 -2.61993 18.65978  0.3161
168 H -22.58393 -2.13658 20.17510  0.6969
169 H -21.55719 -1.10613 19.32091  0.1630
170 H -25.48806 1.21311 21.42254  0.2302
171 H -26.60251 -0.02233 21.63569  0.2643
172 C -26.41239 -1.31747 16.55723  -1.3033
173 C -25.33570 -2.09232 15.77737  3.4736
174 C -25.36098 -3.57555 16.14445  -2.1473
175 O -24.77155 -3.75795 17.41679  0.2587
176 C -24.83088 -5.08284 17.87128  -1.0424
177 N -25.46602 -1.96569 14.36076  1.4363
178 H -26.57505 -1.71257 17.54105  0.0893
179 H -27.39385 -1.27708 16.09911  0.4949
180 H -26.19646 -0.28095 16.73465  -0.0199
181 H -24.33285 -1.80018 16.14442  -1.6239
182 H -24.81301 -4.09705 15.39416  0.5964
183 H -26.38413 -3.90933 16.12757  0.6556
184 H -25.89846 -5.42986 18.07690  0.2423
185 H -24.25514 -5.00008 18.73286  0.2330
186 H -24.39630 -5.67311 17.09535  0.3830
187 H -25.05430 -1.16459 13.92403  -1.0743
188 H -26.51028 -1.89899 14.23229  -0.0809
189 C -27.32237 1.99461 18.19997  -0.2949
190 C -27.69630 3.45334 18.41481  1.0150
191 C -28.29935 3.77600 19.83732  -0.8805
192 O -29.60138 3.28567 19.87503  -0.3549
193 C -30.64548 4.05137 19.21811  -0.5015
194 N -26.48987 4.23144 18.08717  -0.0552
195 H -27.08027 1.81451 17.14668  -0.4659
196 H -28.10906 1.38457 18.56223  0.6912
197 H -26.42413 1.74146 18.77551  -0.2756
198 H -28.50639 3.83347 17.76204  -0.0258
199 H -28.34102 4.88529 20.00041  0.4729
200 H -27.80181 3.26497 20.70093  0.0857
201 H -30.58030 5.20946 19.28247  0.2679
202 H -31.55668 3.75712 19.74382  0.2848
203 H -30.87317 3.64906 18.19767  0.0825
204 H -25.86299 3.90965 17.39578  -0.2794
205 H -26.52530 5.18992 18.31701  0.1950


Entry 2:
Formula: C4H6OS
Source: OMol25
Level of theory: ωB97M-V/def2-TZVPD

Output
LUMO energy ... -0.5 eV
Energy above the lowest of the compared OMol25 structures with the same formula, charge and spin ... 683.5 kJ/mol
Net charge ... 0

Each line ends with the Mulliken charge.
Atoms and positions in Å:
1 C -0.96302 -1.09841 1.42270  -0.5598
2 C -1.22620 -1.19185 -0.07010  -0.3860
3 C -0.91540 0.05657 0.60331  0.0597
4 C 0.87434 1.69523 0.18722  -0.6441
5 O -2.78056 0.76902 -1.32166  -0.5517
6 S -2.65065 0.06271 -0.04863  0.3211
7 H -1.78706 -1.13941 2.10671  0.1860
8 H -0.06091 -1.54409 1.61920  0.2884
9 H -0.86492 -2.02984 -0.68089  0.3974
10 H 0.21643 2.50835 0.47158  0.2693
11 H 1.00634 1.43955 -0.94704  0.2744
12 H 1.49895 1.42271 0.93804  0.3453


Entry 3:
Formula: C4H2BaFLiO4
Source: OMol25
Level of theory: ωB97M-V/def2-TZVPD

Output
LUMO energy ... -8.2 eV
Energy above the lowest of the compared OMol25 structures with the same formula, charge and spin ... 14.6 kJ/mol
Net charge ... +2

Each line ends with the Mulliken charge.
Atoms and positions in Å:
1 O 1.63523 0.84699 -5.61492  -0.4305
2 C 2.18128 0.99877 -6.62627  0.7392
3 O 2.73433 1.13329 -7.63560  -0.3080
4 O -1.17056 0.22173 3.44088  -0.1836
5 C -1.41164 -1.04260 3.33322  -0.2856
6 C -0.76816 0.81311 2.16410  -0.2708
7 O -1.30650 -1.38612 2.05078  -0.1148
8 C -0.52792 -0.40376 1.30296  -0.0746
9 Li 0.31971 -2.72840 3.41778  0.9483
10 H 0.12961 1.41731 2.32736  0.3199
11 H -1.60420 1.42057 1.80136  0.2531
12 F 0.81485 -0.83505 1.49230  -0.3878
13 Ba -1.02602 -0.45584 -1.45393  1.7952


Entry 4:
Formula: C58H42NO3P2RuS
Source: OMol25
Level of theory: ωB97M-V/def2-TZVPD

Output
2S+1 ... 2
LUMO energy (spin up / spin down) ... -6.7 / -6.5 eV
Net charge ... +2

Each line ends with the Mulliken spin population.
Atoms and positions in Å:
1 Ru 0.29272 0.00723 -1.25989  0.9130
2 O 1.71638 0.16503 0.95305  0.0023
3 S -1.27101 -0.08716 1.45360  -0.0263
4 C -1.12298 -1.52357 2.47287  0.0014
5 C -1.58953 -1.49149 3.77190  -0.0016
6 C -1.43612 -2.57019 4.66148  0.0016
7 C -0.79655 -3.69373 4.21095  -0.0005
8 C -0.46116 -4.99759 4.89487  0.0002
9 C 0.20642 -5.86398 3.79220  0.0008
10 C 0.18137 -5.00164 2.55407  -0.0035
11 C 0.58194 -5.24422 1.27119  0.0006
12 C 0.34221 -4.25442 0.29555  -0.0071
13 C -0.24208 -3.03175 0.57946  0.0059
14 P -0.85220 -2.01941 -0.79119  0.0098
15 C -0.39221 -2.84959 -2.32215  0.0074
16 C 0.97309 -2.96276 -2.61161  0.0036
17 C 1.38662 -3.48368 -3.82340  0.0051
18 C 0.44041 -3.87652 -4.76372  -0.0027
19 C -0.91265 -3.74774 -4.48860  0.0013
20 C -1.33508 -3.22989 -3.27107  -0.0058
21 C -2.64793 -2.19686 -0.60069  -0.0047
22 C -3.53451 -1.12515 -0.58313  -0.0072
23 C -4.89768 -1.34742 -0.43710  0.0000
24 C -5.37631 -2.64189 -0.31074  0.0003
25 C -4.49444 -3.71721 -0.33195  0.0006
26 C -3.13472 -3.50026 -0.47039  -0.0029
27 C -0.57241 -2.71460 1.93499  0.0015
28 C -0.39010 -3.75006 2.86505  -0.0006
29 C -0.54427 1.23544 2.38662  0.0028
30 C 0.09147 1.07788 3.59744  -0.0039
31 C 0.33557 2.16029 4.47923  0.0004
32 C -0.14371 3.39184 4.13896  -0.0022
33 C -0.16949 4.71248 4.87522  0.0004
34 C -0.83117 5.70860 3.88127  0.0000
35 C -1.13012 4.88740 2.64935  -0.0003
36 C -1.69358 5.21635 1.44633  0.0009
37 C -1.70304 4.24718 0.42447  0.0069
38 C -1.24706 2.95419 0.60137  -0.0048
39 P -0.77946 2.08232 -0.92166  0.0603
40 C -1.89639 2.47439 -2.28559  -0.0564
41 C -2.68332 1.46029 -2.82892  -0.0192
42 C -3.55639 1.73335 -3.87158  0.0141
43 C -3.63250 3.01701 -4.38913  0.0003
44 C -2.80622 4.01889 -3.89443  0.0024
45 C -1.93409 3.75224 -2.85241  -0.0057
46 C 0.80107 2.84168 -1.36871  0.0008
47 C 1.70018 3.25788 -0.37946  0.0003
48 C 2.96615 3.68561 -0.73694  0.0014
49 C 3.35236 3.68883 -2.07542  -0.0038
50 C 2.46524 3.27718 -3.06248  0.0007
51 C 1.19347 2.84767 -2.71411  0.0197
52 C -0.83914 2.53915 1.90619  -0.0036
53 C -0.71352 3.55879 2.85983  0.0011
54 H -2.09012 -0.59399 4.11851  0.0005
55 H -1.82074 -2.49216 5.67123  0.0001
56 H -1.36107 -5.46960 5.28996  -0.0002
57 H 0.20239 -4.83688 5.74460  -0.0003
58 H -0.33083 -6.79789 3.62749  -0.0003
59 H 1.23067 -6.13577 4.05120  -0.0003
60 H 1.02554 -6.18724 0.97676  -0.0002
61 H 0.57576 -4.49347 -0.73214  -0.0001
62 H 1.71047 -2.65411 -1.87662  -0.0064
63 H 2.44248 -3.57897 -4.04287  0.0000
64 H 0.76110 -4.27588 -5.71736  0.0001
65 H -1.64770 -4.04577 -5.22498  -0.0001
66 H -2.39322 -3.12358 -3.06546  0.0027
67 H -3.16913 -0.11686 -0.66889  0.0438
68 H -5.58043 -0.50695 -0.42083  0.0001
69 H -6.43805 -2.81971 -0.18981  -0.0003
70 H -4.86704 -4.72921 -0.23992  0.0000
71 H -2.45084 -4.34152 -0.48127  0.0011
72 H 0.36609 0.07887 3.92134  -0.0003
73 H 0.83248 1.98001 5.42580  0.0001
74 H 0.83980 5.02214 5.14955  -0.0001
75 H -0.73027 4.63376 5.80671  -0.0001
76 H -0.16500 6.53606 3.63425  -0.0001
77 H -1.74140 6.15026 4.28773  -0.0001
78 H -2.07174 6.21129 1.24565  0.0001
79 H -2.05439 4.54956 -0.55292  -0.0013
80 H -2.59040 0.45275 -2.46418  -0.0162
81 H -4.16803 0.94097 -4.28458  0.0004
82 H -4.31793 3.23558 -5.19872  0.0001
83 H -2.83125 5.00946 -4.33006  0.0003
84 H -1.25851 4.52617 -2.50795  0.0005
85 H 1.40283 3.25706 0.66381  0.0006
86 H 3.65558 4.02260 0.02847  0.0001
87 H 4.34672 4.02117 -2.34891  -0.0001
88 H 2.75888 3.28152 -4.10534  0.0001
89 H 0.50839 2.52005 -3.48424  -0.0030
90 O 1.95369 0.34968 -4.95013  -0.0012
91 C 1.71434 0.12699 -3.79245  -0.0103
92 O 0.52175 -0.04551 -3.26916  -0.0119
93 C 2.85568 0.04666 -2.80636  0.0291
94 C 4.19425 0.02464 -3.22172  -0.0020
95 C 5.17401 -0.02266 -2.27260  0.0005
96 C 4.83352 -0.00506 -0.89723  -0.0099
97 C 5.78398 0.00876 0.14994  0.0006
98 C 5.36915 0.10780 1.44604  0.0014
99 C 3.99313 0.18446 1.76306  -0.0006
100 C 3.06720 0.12941 0.76452  0.0088
101 C 3.46466 0.03864 -0.57654  0.0038
102 N 2.50254 0.03367 -1.54259  0.0668
103 H 4.39922 0.05877 -4.28279  0.0005
104 H 6.21937 -0.05545 -2.55951  0.0003
105 H 6.83909 -0.05318 -0.09142  -0.0001
106 H 6.09526 0.13667 2.24762  0.0001
107 H 3.67456 0.28508 2.79644  -0.0006
108 H 1.49998 0.34452 1.87784  -0.0014


Quick rundown of largest force on an atom, same order as above: 0.0680 0.1177 0.0302 0.0203 hartree/bohr